Record 1
C15H12F6NO7PdS2 | the ωB97M-V functional and the def2-TZVPD basis

Structure (XYZ):
```
44
Properties=species:S:1:pos:R:3
Pd 0.5563 0.2851 0.5177
S 2.5142 -1.6234 -1.2035
S -0.5001 -2.3523 0.7322
F -2.1733 1.4668 -0.8532
F 1.3812 2.2528 -2.7662
F -2.3607 3.5753 -1.2726
F -1.7798 2.9181 0.6977
F -0.6844 2.6136 -3.3089
F -0.1206 0.7528 -2.3685
O 2.0499 -0.2712 -0.7627
O 0.6830 2.1799 -0.0102
O 3.2511 -1.4714 -2.4350
O -1.5075 -1.3535 0.3804
O -1.0381 -3.4381 1.5100
O 0.6775 -1.6612 1.3405
O 3.1687 -2.3637 -0.1570
N -0.2942 0.9419 2.3164
C 1.1668 -3.1780 -2.9368
C 0.1198 2.0638 -2.3619
C -1.6181 2.6560 -0.6117
C 0.2713 4.2132 -1.1068
C 0.2339 -4.0827 -3.4128
C -0.1077 2.7350 -0.9842
C -1.1471 0.1839 3.0092
C -0.8201 -4.4735 -2.6049
C 0.5196 1.7739 2.9728
C -0.3572 1.0757 5.0746
C -0.9335 -3.9374 -1.3362
C -0.0038 -3.0198 -0.8533
C 1.0750 -2.6356 -1.6557
C -1.2127 0.2299 4.3909
C 0.5181 1.8696 4.3521
H -1.7739 -0.4714 2.4194
H 1.3473 4.2662 -1.2549
H 0.3406 -4.4836 -4.4131
H 0.0206 4.7114 -0.1710
H 1.1671 2.3741 2.3464
H 1.2046 2.5454 4.8424
H -1.5552 -5.1859 -2.9576
H -0.2431 4.7048 -1.9296
H -1.7548 -4.2199 -0.6921
H 2.0019 -2.8732 -3.5496
H -1.9124 -0.4087 4.9110
H -0.3702 1.1152 6.1564
```

Properties
Lowest unoccupied orbital energy (hartree): 0.0898
Gap between HOMO and LUMO (eV): 8.596
Total energy (eV): -73030.87008
Total charge: -1

Charges obtained by Mulliken population analysis, quoted in units of e: 0.90 1.35 1.76 -0.24 -0.29 -0.32 -0.30 -0.32 -0.20 -0.56 -0.86 -0.80 -0.61 -0.74 -0.73 -0.71 0.17 -0.55 0.70 0.60 -2.02 -0.57 1.40 -0.18 -0.52 -0.15 -0.02 -1.06 0.55 -0.07 -1.07 -0.85 0.73 0.45 0.37 0.43 0.45 0.39 0.37 0.38 0.42 0.54 0.40 0.37


Record 2
C24H30N4O4 | the ωB97M-V functional and the def2-TZVPD basis

Structure (XYZ):
```
62
Properties=species:S:1:pos:R:3
O -2.7394 1.3893 1.4082
O -1.8449 4.9825 -0.9047
O 0.4894 -2.3259 1.0645
O 2.0002 -3.0290 -0.2952
N -2.0905 1.2227 -0.7766
N 1.3546 -2.1287 0.2269
N 4.0053 -0.9052 -0.6178
N -2.8623 4.1327 0.9238
C -3.3765 -1.3714 -0.7266
C 1.4950 1.6101 -1.5579
C -3.7357 -0.2840 0.0605
C 4.6285 0.3418 1.8532
C 5.7501 0.8600 -0.3891
C -2.7986 0.8488 0.3155
C 5.1910 -0.3143 -1.2049
C 2.7878 -0.3207 -0.7802
C -4.9746 -0.2702 0.6907
C 1.5701 -0.8018 -0.2283
C 0.3501 1.1953 -0.8718
C -0.7924 3.1307 0.2047
C 2.6602 0.8920 -1.5022
C 4.1280 -1.1072 1.8512
C 4.3137 -1.7863 0.4900
C -4.2507 -2.4374 -0.8958
C 0.4131 -0.0130 -0.2233
C -5.8683 -1.3155 0.5181
C -0.8984 2.0511 -0.8815
C 5.9466 0.5559 1.0988
C -7.2175 -1.2801 1.1677
C -3.8369 -3.6160 -1.7232
C -1.8841 4.1773 0.0023
C -5.4928 -2.3898 -0.2795
H 6.7091 1.1447 -0.8272
H 6.5984 -0.3098 1.2277
H -3.5944 -3.3041 -2.7385
H -7.5844 -2.2861 1.3570
H 5.3567 -2.0830 0.3814
H -2.3974 -1.4249 -1.1838
H 0.1721 3.6264 0.0820
H 4.7543 0.6500 2.8925
H 4.9857 0.0018 -2.2295
H -4.6281 -4.3595 -1.7677
H 1.4669 2.5278 -2.1268
H 3.7272 -2.7075 0.4304
H 3.0783 -1.1135 2.1503
H -2.2675 0.6812 -1.6098
H -0.8492 2.6822 1.1931
H -2.9506 3.3071 1.5028
H 5.9470 -1.1012 -1.2666
H -0.9598 2.5700 -1.8487
H -5.2281 0.5703 1.3195
H -7.9312 -0.7774 0.5139
H 3.5072 1.2893 -2.0333
H -6.1797 -3.2143 -0.4108
H -0.4506 -0.4191 0.2832
H -7.1791 -0.7338 2.1069
H 4.6786 -1.6925 2.5892
H 3.8657 0.9926 1.4184
H -2.9480 -4.0787 -1.2964
H 6.4610 1.4134 1.5379
H 5.0792 1.7171 -0.4732
H -3.6597 4.7375 0.8091
```

Properties
Lowest unoccupied orbital energy (hartree): -0.0098
SMILES: Cc1cc(C)cc(C(=O)N[C@@H](CC(N)=O)c2ccc(N3CCCCCC3)c([N+](=O)[O-])c2)c1
Gap between HOMO and LUMO (eV): 7.866
Energy relative to the best compared isomer or geometry (same formula, charge and spin) (kcal per mole): 80.0
Total energy (eV): -39524.31969
Total charge: 0

Charges obtained by Mulliken population analysis, quoted in units of e: -0.81 -0.66 -0.70 -0.68 -0.10 1.31 -0.04 -0.33 -0.61 -1.46 0.95 -0.60 -0.34 0.42 -1.24 1.10 -0.87 -0.15 -0.23 -0.65 -0.60 -0.41 -1.26 0.44 -0.22 0.70 -0.60 -0.90 -1.54 -1.48 0.21 -0.87 0.45 0.32 0.34 0.39 0.58 0.38 0.56 0.46 0.43 0.36 0.50 0.43 0.25 0.33 0.35 0.29 0.57 0.59 0.50 0.30 0.38 0.35 0.82 0.37 0.46 0.21 0.35 0.40 0.27 0.24